# 1
95
Properties=species:S:1:pos:R:3:forces:R:3 method="wB97M-V/def2-TZVPD" total_charge=+1 energy_ha=-2836.67936 homo_ev=-7.37 e_lumo_ev=-2.543 orbital_gap_ev=4.824
Ca -1.3850 0.2829 0.7650 0.381 0.560 -1.780
C -0.4092 -0.8536 4.8979 0.046 0.068 -0.163
C -0.4003 -0.6895 3.4057 -0.182 1.107 0.360
N -0.6514 0.4604 2.8364 0.647 -1.133 1.566
C -1.0823 1.6001 3.5989 0.059 0.576 0.389
C -1.2630 2.7981 2.6634 0.271 0.091 0.590
N -2.1499 2.4263 1.5761 -0.615 0.341 0.456
C -2.3315 3.4248 0.5309 0.109 0.353 -0.490
C -1.3381 3.2130 -0.6330 -0.097 0.346 0.113
N -1.1088 1.7957 -0.8846 0.477 0.988 -1.107
C -1.8473 1.1952 -1.9982 -0.165 -0.182 -0.556
C -1.9358 -0.3175 -1.7922 0.288 0.022 -0.462
N -0.6106 -0.8348 -1.4376 -0.122 -0.593 -0.364
C -0.5913 -2.2303 -1.0737 -0.219 -0.656 0.497
C -0.7706 -3.2277 -2.1869 0.046 0.255 0.100
C -0.4265 -2.5677 0.2447 -0.143 0.551 -1.002
C -0.2702 -3.9191 0.7187 0.095 -0.463 0.711
C -0.0207 -4.1708 2.0298 -0.044 -0.335 -1.005
C 0.0335 -3.1165 2.9659 -0.118 1.215 0.608
C -0.2281 -1.8318 2.5156 0.465 -1.468 -0.425
N -0.4193 -1.5508 1.2038 0.683 -1.526 1.109
H 0.0369 0.0118 5.3889 0.018 -0.024 0.001
H 0.1086 -1.7501 5.2208 -0.027 -0.010 -0.005
H -1.4455 -0.9165 5.2337 -0.061 -0.021 0.085
H -0.3814 1.8817 4.3999 -0.133 -0.049 -0.070
H -2.0452 1.3786 4.0813 0.057 0.025 0.076
H -0.2930 3.0751 2.2430 -0.127 0.052 0.028
H -1.6458 3.6509 3.2453 0.112 -0.031 -0.126
H -3.0507 2.2113 1.9917 -0.014 0.079 -0.034
H -2.2103 4.4488 0.9162 -0.116 -0.131 -0.064
H -3.3542 3.3461 0.1517 0.094 0.022 0.080
H -0.3860 3.6847 -0.3697 -0.098 -0.137 -0.063
H -1.7203 3.7296 -1.5234 0.099 0.014 0.098
H -0.1306 1.6433 -1.1235 0.096 -0.015 -0.079
H -1.3312 1.3954 -2.9472 -0.160 -0.011 0.135
H -2.8523 1.6215 -2.0629 0.061 0.031 -0.003
H -2.3985 -0.7924 -2.6616 -0.072 0.054 0.177
H -2.5733 -0.5410 -0.9297 -0.408 -0.186 -0.315
H -1.8045 -3.2129 -2.5491 0.002 -0.077 -0.059
H -0.5505 -4.2453 -1.8841 0.006 -0.088 0.019
H -0.1221 -2.9818 -3.0285 -0.043 -0.142 0.041
H -0.3374 -4.7427 0.0266 0.018 -0.036 -0.052
H 0.1292 -5.1847 2.3705 -0.009 -0.091 -0.017
H 0.2201 -3.3536 3.9996 -0.058 0.121 0.136
C -5.7065 -0.5920 1.8260 0.425 -0.279 0.151
C -4.6015 0.0306 1.0303 0.543 -0.097 0.219
C -5.0500 0.9661 -0.0548 0.439 0.028 -0.031
O -3.3988 -0.1787 1.2516 -3.434 -0.231 0.221
H -6.4761 -0.9721 1.1563 -0.050 0.008 -0.041
H -6.1740 0.1706 2.4522 0.006 0.078 -0.036
H -5.3338 -1.3913 2.4603 0.022 -0.022 0.013
H -5.8251 1.6426 0.3024 -0.067 -0.035 0.063
H -5.4743 0.3955 -0.8818 -0.051 -0.109 0.002
H -4.2031 1.5331 -0.4292 -0.048 0.012 -0.071
C -1.4409 -1.0446 -4.8576 0.050 -0.064 0.190
C 0.0510 -1.1777 -4.7099 -0.014 0.127 0.276
C 0.6835 -1.6238 -5.8627 0.338 -0.084 -0.202
C 2.0504 -1.7575 -5.9916 0.030 -0.033 -0.104
C 2.8291 -1.3957 -4.9080 -0.139 -0.069 -0.248
C 2.2431 -0.9865 -3.7357 0.091 0.013 0.374
C 3.1510 -0.6663 -2.5868 -0.214 -0.140 -0.524
C 0.8222 -0.9011 -3.5288 0.119 -0.470 -1.047
N 0.5383 -0.5453 -2.2483 0.239 1.586 1.223
H -1.6984 -1.1013 -5.9146 -0.045 0.008 0.054
H -1.8140 -0.0922 -4.4881 -0.078 0.092 0.036
H -1.9658 -1.8552 -4.3523 -0.207 -0.006 0.064
H 0.0685 -1.8809 -6.7150 -0.111 0.038 -0.057
H 2.4959 -2.1222 -6.9030 0.010 -0.010 -0.131
H 3.9087 -1.4559 -4.9668 0.057 -0.008 0.006
H 4.1879 -0.8300 -2.8773 0.121 0.076 0.006
H 2.8999 -1.3172 -1.7470 0.005 0.066 0.227
H 2.9951 0.3782 -2.3121 0.039 0.076 0.230
C 4.4430 0.4265 0.1883 0.392 -0.013 -0.572
N 3.2973 -0.3394 0.8359 0.182 -0.275 0.020
C 3.4962 -0.2503 2.3322 0.071 -0.282 0.447
N 3.5997 1.1029 2.7521 0.184 -0.031 0.380
C 4.6764 1.8037 2.0729 0.102 -0.027 0.070
N 4.4899 1.7674 0.6372 0.387 0.116 0.049
C 3.3654 2.5658 0.1856 -0.567 0.249 -0.094
P 1.7108 1.9694 0.8714 1.127 -0.354 0.127
C 1.9576 0.1759 0.4565 -0.796 0.646 -0.194
C 2.3404 1.8109 2.6377 -0.502 0.361 -0.146
H 4.3053 0.3943 -0.8919 -0.028 -0.157 0.230
H 5.3731 -0.0816 0.4645 -0.209 -0.083 -0.010
H 3.3385 -1.3161 0.5316 0.065 0.052 0.030
H 4.4127 -0.7957 2.5829 -0.131 0.036 -0.131
H 2.6305 -0.7210 2.8089 0.137 -0.089 -0.126
H 5.6344 1.3373 2.3218 -0.102 -0.022 -0.021
H 4.6987 2.8368 2.4157 0.006 0.013 0.004
H 3.3309 2.5495 -0.9081 -0.040 0.033 0.097
H 3.5209 3.6028 0.4995 -0.007 -0.083 -0.087
H 1.7363 -0.0068 -0.6119 0.103 -0.069 -0.078
H 1.1780 -0.3889 0.9941 0.463 -0.118 -0.062
H 1.5857 1.2738 3.2137 0.030 0.106 0.019
H 2.4601 2.8094 3.0655 -0.040 -0.025 0.049



# 2
63
Properties=species:S:1:pos:R:3:forces:R:3 method="wB97M-V/def2-TZVPD" total_charge=+2 energy_ha=-2392.37848 homo_ev="-13.46 / -13.36" e_lumo_ev="-8.145 / -7.439" orbital_gap_ev="5.316 / 5.918"
P 0.1262 0.8920 -3.1095 1.714 0.159 -2.425
P 2.9921 -0.3312 -1.2430 0.751 0.020 -0.968
C 1.9383 0.9757 -3.6059 -0.056 0.087 0.005
C 2.8909 -0.1196 -3.0907 -0.043 -0.176 -0.002
H 2.3032 1.9789 -3.3251 -0.100 -0.339 -0.141
H 1.8837 0.9242 -4.7052 0.308 0.115 0.240
H 2.6378 -1.1027 -3.5213 0.089 0.312 0.062
H 3.9193 0.1245 -3.3965 -0.243 -0.134 -0.141
C 3.9356 1.1682 -0.8249 0.065 -0.095 0.424
H 4.0218 1.2128 0.2659 0.126 0.229 -0.107
H 3.4656 2.0891 -1.1935 0.104 -0.353 0.090
H 4.9375 1.0706 -1.2590 -0.149 0.084 0.133
C 4.1710 -1.6805 -1.0317 0.328 0.075 0.005
H 5.1574 -1.3822 -1.4076 -0.132 -0.275 0.074
H 3.8192 -2.5742 -1.5589 0.119 0.108 0.156
H 4.2275 -1.8804 0.0455 0.195 -0.133 -0.293
C -0.5562 2.1769 -4.2316 -0.233 0.144 0.316
H -1.6532 2.1966 -4.1192 0.380 0.133 -0.140
H -0.3019 1.8976 -5.2630 -0.111 0.174 0.224
H -0.1399 3.1689 -3.9983 -0.226 -0.331 -0.062
C -0.3214 -0.5661 -4.1005 -0.313 -0.103 -0.326
H 0.2796 -1.4402 -3.8266 -0.195 0.149 -0.223
H -0.1827 -0.3057 -5.1502 0.053 -0.360 -0.064
H -1.3830 -0.7720 -3.9221 0.257 -0.179 -0.439
Ti -1.3471 -0.2035 1.1743 0.439 0.944 1.135
C 1.6458 -0.8549 0.8195 -2.599 0.969 1.434
C 1.3166 0.5015 1.1043 -0.507 -0.806 0.238
C 0.8976 1.4212 -0.0018 0.017 0.220 -0.852
C -0.5555 1.8983 -0.2050 0.331 -0.051 -0.559
C -1.4719 0.8904 -0.8939 -1.283 -1.968 1.466
C -1.0936 -0.3626 -1.5086 -0.734 2.253 2.138
C 0.0741 -1.2617 -1.1418 0.073 -0.411 -1.767
C 0.4156 -1.6943 0.2823 1.302 -0.745 -0.711
C -3.0619 -1.2159 1.0875 0.216 -0.689 -0.225
H 2.2656 -1.4282 1.5348 -0.323 0.489 -0.303
H 1.6195 1.0255 2.0214 0.642 -0.520 -0.509
H 1.1691 0.9235 -0.9746 -0.176 0.564 0.907
H 1.5419 2.3120 0.0201 -0.286 -0.073 0.378
H -0.9950 2.2962 0.7367 0.014 -0.076 -0.196
H -0.5197 2.8047 -0.8522 -0.001 -0.422 0.169
H -2.4256 1.3274 -1.2464 0.530 -0.447 0.292
H -1.9036 -0.9246 -2.0043 0.399 0.788 0.004
H 1.0116 -0.7538 -1.5378 -0.948 -0.727 0.805
H 0.0302 -2.1599 -1.7989 -0.414 0.468 0.668
H -0.5371 -1.8232 0.9718 1.471 -0.607 -0.388
H 0.6815 -2.7799 0.2345 -0.226 0.832 0.177
H -3.1249 -2.2059 1.5520 -0.160 0.174 -0.124
H -3.4474 -1.2052 0.0581 -0.066 -0.133 0.339
H -3.6133 -0.4961 1.7207 -0.033 0.021 -0.029
C -0.7607 -0.2454 3.2613 -0.354 0.747 -0.730
C -1.9329 -0.2478 4.1639 -0.079 -0.111 -0.071
C -2.5063 0.9590 4.6184 -0.158 -0.275 -0.205
C -3.6121 0.9193 5.4624 -0.484 0.081 0.109
C -4.1881 -0.3064 5.8338 0.183 0.205 0.076
C -3.6045 -1.5015 5.4020 0.039 -0.069 -0.202
C -2.4863 -1.4805 4.5686 -0.368 0.280 0.024
H -0.1865 0.6900 3.2575 -0.054 -0.124 0.393
H -0.0953 -1.1059 3.3968 -0.024 0.065 -0.215
H -2.1067 1.9210 4.2750 -0.027 -0.365 0.309
H -4.0629 1.8528 5.8284 0.273 -0.472 -0.242
H -5.0894 -0.3289 6.4653 0.593 0.041 -0.330
H -4.0372 -2.4577 5.7005 0.126 0.289 -0.078
H -2.0718 -2.4202 4.1861 -0.034 0.347 0.276